Entry 1:
# C42H77B2F8N14

A cluster of 9 separate species, C42H77B2F8N14 in total in a non-equilibrium geometry (ωB97M-V/def2-TZVPD, the Open Molecules 2025 dataset).

For the HOMO energy, the calculation gives -18.934 eV. The calculation puts the LUMO energy at -9.5 eV. The spin multiplicity is 1. The energy above the lowest of the compared OMol25 structures with the same formula, charge and spin comes out at 22.7 kcal per mole. As for the total charge: +5. The max |F| is 3.1 eV/A.

```
143
Properties=species:S:1:pos:R:3:forces:R:3:lowdin_charge:R:1
C 3.3260 -2.3021 0.8699 1.18 1.43 -0.37 -0.046
C 4.5407 -2.5969 -0.0278 -0.59 -0.50 -1.09 -0.159
N 5.7422 -1.8959 0.3913 2.00 0.92 -0.40 -0.038
C 6.6086 -2.1516 1.4345 -1.40 -0.92 1.04 -0.006
C 7.5606 -1.1923 1.4906 -0.03 0.21 -0.34 0.013
N 7.3841 -0.4293 0.3550 -1.75 -0.36 -0.45 -0.080
C 6.2983 -0.8726 -0.2859 0.05 -0.59 -0.55 0.003
C 8.1613 0.7037 -0.0985 1.54 -0.07 0.15 0.035
H 3.1112 -1.2446 0.6862 -0.26 -0.01 0.00 0.055
H 3.6400 -2.3390 1.9132 -0.40 -0.61 0.12 0.068
H 2.4251 -2.8449 0.6066 0.17 -0.40 0.21 0.066
H 4.3683 -2.2352 -1.0435 -0.29 0.25 0.12 0.124
H 4.7276 -3.6551 -0.2131 0.30 -0.09 0.67 0.134
H 6.3659 -3.0323 2.0105 0.43 0.31 0.52 0.143
H 8.2708 -0.8874 2.2405 0.23 -0.48 -0.07 0.146
H 6.0422 -0.6783 -1.3201 -0.23 0.78 0.19 0.158
H 8.3773 1.3391 0.7600 -0.37 0.32 -0.21 0.106
H 7.7022 1.1980 -0.9488 -0.28 0.10 0.23 0.109
H 9.1440 0.3453 -0.4156 -0.11 -0.05 -0.13 0.118
C -2.7761 -1.6470 3.2305 -0.87 1.36 0.52 -0.043
C -4.2402 -1.4637 2.7846 0.41 -0.56 -0.91 -0.164
N -5.1860 -1.4243 3.8971 0.64 -0.20 1.01 -0.051
C -5.1809 -0.4367 4.8711 -0.09 0.12 -0.10 -0.008
C -6.1236 -0.7642 5.7823 -0.08 0.55 -0.22 0.003
N -6.7234 -1.9092 5.3545 0.80 -1.18 0.31 -0.066
C -6.0400 -2.3768 4.2850 -1.02 1.03 0.16 0.021
C -7.7558 -2.6454 6.1246 -0.24 -0.03 -0.67 0.055
H -2.5800 -0.7735 3.8615 0.25 -0.29 0.40 0.059
H -2.0399 -1.5260 2.4372 -0.27 -0.51 -0.31 0.059
H -2.6929 -2.5594 3.8148 0.32 -0.04 -0.11 0.091
H -4.5069 -2.2783 2.1100 -0.31 -0.08 0.22 0.124
H -4.4132 -0.5568 2.2050 0.25 0.13 0.11 0.119
H -4.5331 0.4217 4.8754 0.03 -0.07 -0.27 0.132
H -6.4037 -0.2610 6.6925 -0.16 0.00 -0.08 0.153
H -6.1764 -3.3257 3.7935 -0.24 0.06 -0.04 0.176
H -8.0369 -2.1299 7.0389 0.59 0.09 0.09 0.111
H -7.3519 -3.6362 6.3062 -0.36 -0.08 0.22 0.110
H -8.6741 -2.6569 5.5395 0.12 -0.35 -0.16 0.112
C 0.2582 5.4620 0.1845 -0.43 -0.81 1.32 -0.052
C 1.4837 4.6532 -0.1986 0.29 -0.33 -1.34 -0.151
N 2.3165 4.2108 0.9215 0.76 0.28 0.25 -0.028
C 2.6647 4.9778 2.0108 0.77 -0.19 0.02 0.017
C 3.6265 4.2764 2.6961 -1.14 1.46 0.62 -0.004
N 3.8091 3.0889 2.0649 -0.24 0.48 -0.60 -0.075
C 3.0674 3.1181 0.9418 -0.10 -1.49 0.38 0.007
C 4.5758 1.9541 2.5826 -0.17 -0.31 -1.17 0.037
H -0.4196 4.8457 0.7889 -0.05 -0.29 -0.29 0.071
H -0.3178 5.8217 -0.6623 0.34 0.16 -0.15 0.084
H 0.4475 6.2653 0.8966 0.36 0.40 -0.56 0.078
H 2.1170 5.1714 -0.9225 0.14 0.41 0.39 0.145
H 1.2772 3.7308 -0.7473 -0.58 0.01 0.20 0.113
H 2.2934 5.9850 2.0882 0.07 -0.04 0.37 0.139
H 4.1207 4.5864 3.6023 0.15 -0.24 -0.03 0.147
H 3.0545 2.2810 0.2545 -0.18 0.20 -0.29 0.157
H 4.0888 1.5365 3.4591 0.14 0.19 0.17 0.092
H 5.6174 2.2188 2.7385 -0.08 0.16 0.26 0.110
H 4.5364 1.2087 1.7861 0.13 -0.13 0.13 0.090
C 0.1934 -7.4013 -1.4384 1.08 0.08 0.93 -0.055
C 0.2604 -6.0128 -0.7598 -1.21 -1.46 0.28 -0.134
N -0.8679 -5.1572 -1.1723 -0.63 0.49 -0.61 -0.035
C -2.1298 -5.6331 -1.5131 0.54 -0.10 0.38 0.021
C -2.9178 -4.5624 -1.7642 0.50 -0.46 -1.34 0.001
N -2.1080 -3.4436 -1.7351 -0.13 -1.20 0.74 -0.076
C -0.9038 -3.8387 -1.2531 -0.57 1.04 -0.63 0.001
C -2.6337 -2.0903 -1.8185 -0.99 -0.13 1.11 -0.002
H 1.0092 -7.9375 -0.9441 0.25 -0.02 -0.41 0.095
H 0.3822 -7.3856 -2.5078 -0.13 0.05 -0.03 0.095
H -0.6353 -8.0519 -1.1653 -0.45 0.49 -0.17 0.083
H 1.2290 -5.5539 -0.9251 -0.19 0.36 -0.12 0.127
H 0.0604 -6.1646 0.3023 0.57 0.00 0.10 0.133
H -2.3066 -6.6915 -1.5606 -0.23 0.03 0.02 0.137
H -3.9074 -4.5610 -2.1895 -0.07 0.16 0.19 0.144
H -0.1774 -3.1193 -0.9077 0.30 -0.19 -0.24 0.167
H -2.4281 -1.5285 -2.7250 1.03 0.01 0.31 0.102
H -2.3833 -1.7180 -0.8232 0.31 1.23 -0.66 0.084
H -3.7266 -2.1261 -1.8210 0.03 -0.55 0.06 0.098
C -4.0063 1.9025 -6.0504 1.40 -1.56 1.01 -0.069
C -4.8182 2.7753 -5.1471 -1.22 1.55 0.23 -0.145
N -4.3058 2.8603 -3.7576 -0.23 0.46 0.91 -0.031
C -3.3640 3.7672 -3.3300 0.83 -0.73 0.37 0.012
C -3.0181 3.4199 -2.0517 -0.44 -0.11 -0.40 0.012
N -3.8139 2.3445 -1.6998 0.37 1.78 0.44 -0.076
C -4.6668 2.1173 -2.6895 1.16 -1.35 -1.40 0.000
C -3.6292 1.5741 -0.4651 -1.22 -0.56 -0.63 0.032
H -4.3922 1.6282 -7.0263 -0.38 0.50 0.03 0.100
H -3.7824 0.9566 -5.5364 -0.61 -0.20 -0.05 0.075
H -2.9679 2.2335 -6.1389 -0.26 0.74 -0.36 0.058
H -5.8858 2.5822 -5.0328 0.11 -0.70 -0.33 0.142
H -4.8410 3.8090 -5.5007 0.23 -0.02 -0.04 0.139
H -2.9062 4.4896 -3.9843 -0.26 0.13 -0.02 0.146
H -2.3154 3.8305 -1.3484 0.05 0.05 -0.11 0.128
H -5.2449 1.2086 -2.7615 -0.44 0.29 0.04 0.175
H -3.0418 2.0846 0.2869 0.34 0.14 -0.41 0.096
H -3.1939 0.6427 -0.8230 0.31 -0.08 0.70 0.084
H -4.6184 1.3933 -0.0419 0.04 -0.12 -0.01 0.105
C 2.9501 -0.4003 7.2785 -0.51 -0.86 -0.66 -0.034
C 1.5053 -0.8368 6.9290 1.04 0.35 1.39 -0.154
N 1.1139 -0.1882 5.7049 -2.11 1.81 -1.29 -0.055
C 1.3728 -0.6728 4.4550 2.03 -1.06 0.30 -0.028
C 0.9111 0.1533 3.5000 -1.22 0.12 0.43 0.006
N 0.2073 1.1158 4.2012 -0.40 0.71 0.60 -0.078
C 0.3567 0.9217 5.5279 0.33 -1.01 -0.78 0.026
C -0.5604 2.2644 3.6221 1.37 -1.29 -0.73 0.053
H 2.9730 0.6613 7.5132 0.06 0.01 -0.05 0.087
H 3.5439 -0.6254 6.3909 0.42 0.21 0.22 0.072
H 3.3380 -0.9691 8.1203 -0.03 0.02 0.01 0.096
H 0.8963 -0.5035 7.7686 -0.51 -0.17 -0.34 0.136
H 1.3653 -1.9008 6.7474 0.22 -0.03 0.34 0.136
H 2.0345 -1.5241 4.3904 -0.24 -0.10 -0.27 0.144
H 0.8422 0.0308 2.4291 0.15 0.20 -0.02 0.119
H -0.1544 1.4901 6.2876 0.24 0.08 0.11 0.175
H -0.6268 2.0617 2.5516 -0.16 -0.08 0.02 0.078
H 0.1163 3.1092 3.7129 -0.72 0.55 0.39 0.101
H -1.5595 2.2820 4.0384 0.14 0.52 0.32 0.099
C -1.9625 0.1196 -7.9518 0.91 -0.17 -1.62 -0.068
C -0.4647 -0.1071 -7.8223 0.03 0.56 0.02 -0.150
N -0.0083 0.3102 -6.4846 1.15 -0.12 -0.19 -0.058
C 0.6184 -0.5442 -5.6021 -1.39 1.33 -0.44 0.032
C 0.8185 0.2178 -4.4987 1.02 -1.82 1.18 -0.042
N 0.4738 1.5057 -4.7345 -1.13 0.13 -1.07 -0.050
C 0.0099 1.5653 -5.9992 -0.76 -1.50 -0.02 0.004
C 0.5194 2.6151 -3.7805 1.44 -0.16 -0.22 0.040
H -2.1248 1.1719 -8.1779 -0.67 -0.06 0.39 0.079
H -2.5238 -0.3510 -7.1498 0.02 0.42 0.26 0.079
H -2.2122 -0.4548 -8.8482 -0.39 0.33 -0.07 0.098
H 0.2083 0.4560 -8.4721 -0.70 -0.01 -0.61 0.145
H -0.3146 -1.1576 -8.0698 0.68 -0.05 0.91 0.133
H 0.7433 -1.5633 -5.9198 0.23 -0.12 0.53 0.142
H 1.1743 -0.1964 -3.5699 0.25 0.76 0.18 0.133
H -0.4456 2.3786 -6.5374 0.27 0.33 0.25 0.165
H 0.2251 2.2569 -2.7982 -0.16 0.01 -0.05 0.082
H -0.0471 3.4777 -4.1171 -0.27 -0.23 -0.14 0.095
H 1.5767 2.8929 -3.7718 -0.07 0.22 0.43 0.110
B 4.3321 1.1559 -2.7165 -0.55 -0.03 -0.37 -1.248
F 4.2193 2.5013 -2.2556 -0.13 -0.58 -0.24 0.072
F 3.4978 0.8603 -3.8140 -0.31 0.69 -0.08 0.095
F 5.6237 0.8225 -3.0669 0.49 0.05 0.51 0.139
F 3.8557 0.3083 -1.6776 0.21 -0.20 0.80 0.055
B -0.1129 0.4121 -0.3205 0.62 -0.78 0.94 -1.298
F 1.2817 0.3269 -0.2101 -0.34 0.25 0.08 0.111
F -0.6729 -0.5182 0.6469 -0.07 -0.12 -0.49 0.027
F -0.5790 1.6609 0.0896 -0.08 0.73 -0.21 0.097
F -0.5109 0.0930 -1.6134 -0.32 0.07 -0.03 0.118
```
Positions in Å, forces in eV/Å.

***

Entry 2:
# C12H15F2N3O6

A cluster of 5 separate species, C12H15F2N3O6 in total in a non-equilibrium geometry (ωB97M-V/def2-TZVPD, the Open Molecules 2025 dataset).

For the HOMO energy (alpha / beta), the calculation gives 0.374 / -8.409 eV. The calculation puts the LUMO energy (alpha / beta) at 2.2 / 2.2 eV. The spin multiplicity is 2. Its expectation value of S² is 0.75. As for the total charge: -1. The max |F| is 5.9 eV/A.

```
38
Properties=species:S:1:pos:R:3:forces:R:3:mulliken_spin:R:1
C -7.9648 26.0193 -2.9080 1.06 1.25 0.21 -0.472
C -8.4104 24.8023 -2.1676 1.70 0.64 -1.11 -0.739
O -9.6815 25.1173 -1.7166 -0.51 -2.46 0.74 -0.098
C -10.0960 26.2504 -2.2145 -4.27 3.49 1.03 0.477
O -11.2406 26.7476 -2.0285 4.09 -1.94 -0.78 -0.107
O -9.0862 26.8973 -2.7693 -0.03 0.75 -1.55 -0.082
F -7.5200 24.6957 -1.1468 -0.27 -0.86 1.05 0.059
H -7.5204 25.8919 -3.8951 -1.07 -0.07 -0.48 0.089
H -7.1423 26.4901 -2.3696 -0.09 -0.14 0.24 0.076
H -8.3344 23.9272 -2.8129 -0.53 -0.53 0.33 0.957
C -4.7266 26.8142 1.1614 1.30 -2.02 0.80 0.015
C -5.4258 27.7450 2.0620 1.78 -2.49 1.11 0.018
O -6.5293 27.0052 2.4939 -1.19 1.44 1.84 -0.011
C -6.7580 25.9327 1.7531 -2.69 -4.12 -1.29 0.065
O -7.7097 25.1057 1.8439 4.25 4.08 -0.15 0.002
O -5.7457 25.8506 0.8496 0.24 -0.38 -0.52 -0.034
F -5.7113 28.7402 1.3135 -2.20 4.34 -1.35 -0.003
H -3.9339 26.3702 1.7636 0.02 -0.84 -0.08 -0.010
H -4.1815 27.2772 0.3390 -0.97 -0.07 -0.44 -0.004
H -4.8080 28.0559 2.9045 -0.44 0.12 0.31 -0.003
C -7.3102 23.4705 -6.8865 -0.43 -0.89 -0.51 1.619
C -6.7296 24.6797 -6.4167 -0.96 -1.32 -0.32 -0.006
N -6.1759 25.5538 -5.9691 1.39 2.51 1.06 -0.157
H -7.2101 22.7030 -6.1190 0.11 -0.19 0.27 -0.116
H -6.7313 23.1742 -7.7612 -0.24 -0.27 -0.25 -0.332
H -8.3783 23.5494 -7.0888 0.12 0.16 -0.19 -0.308
C -8.5018 21.6014 -0.8958 -0.48 0.68 1.36 0.185
C -8.7920 21.5518 0.5740 -0.03 -0.24 0.43 -0.097
N -8.9954 21.4921 1.7136 0.21 0.03 -1.36 -0.013
H -7.4295 21.4617 -1.0328 -0.21 -0.29 -0.28 -0.008
H -8.7481 22.6145 -1.2138 0.03 -0.28 -0.01 0.252
H -9.1650 20.9198 -1.4283 0.42 -0.14 -0.01 -0.234
C -8.1534 29.0091 -0.4714 -0.22 0.76 -0.30 -0.002
C -6.9142 28.7454 -1.1767 4.04 -0.73 -1.77 0.006
N -5.8614 28.5558 -1.6879 -3.78 0.68 1.75 0.007
H -7.9254 29.4569 0.4959 -0.03 -0.56 0.20 -0.012
H -8.8026 28.1338 -0.4508 0.11 0.11 0.27 0.021
H -8.6644 29.8154 -0.9977 -0.22 -0.18 -0.26 -0.001
```
Positions in Å, forces in eV/Å.